No. 1
# C26H26F3N3O3

An isolated molecule of C26H26F3N3O3 at a distorted geometry (ωB97M-V/def2-TZVPD, the Open Molecules 2025 dataset).

Last column: Löwdin charge in e.
Cartesian coordinates (Å):
1 C -3.02 0.91 0.28  -0.021
2 C -3.18 -0.58 0.39  -0.142
3 C -2.06 -1.37 0.64  -0.098
4 C -0.73 -0.75 0.92  -0.427
5 O -0.57 0.16 1.71  0.085
6 N 0.28 -1.33 0.21  0.131
7 C 1.65 -1.05 0.25  -0.208
8 C 2.50 -1.77 -0.60  -0.014
9 C 3.86 -1.52 -0.58  -0.003
10 C 4.36 -0.55 0.30  -0.288
11 N 5.69 -0.29 0.46  -0.072
12 C 6.09 0.85 1.27  -0.111
13 C 6.31 2.08 0.37  -0.371
14 C 6.83 3.26 1.17  -0.030
15 O 7.26 1.78 -0.64  -0.081
16 C 6.88 0.68 -1.44  -0.376
17 C 7.97 0.47 -2.48  -0.030
18 C 6.67 -0.56 -0.56  -0.105
19 N 3.53 0.13 1.10  0.123
20 C 2.23 -0.11 1.08  -0.060
21 C -2.18 -2.76 0.71  -0.034
22 C -3.40 -3.37 0.51  -0.067
23 C -4.51 -2.59 0.25  -0.021
24 C -4.42 -1.20 0.21  -0.139
25 C -5.66 -0.43 -0.02  -0.191
26 C -6.09 0.52 0.90  -0.011
27 C -7.27 1.21 0.71  0.018
28 C -8.02 0.94 -0.42  -0.211
29 O -9.22 1.68 -0.64  0.128
30 C -10.32 1.11 -0.19  -0.737
31 F -11.36 1.89 -0.44  0.180
32 F -10.58 -0.09 -0.74  0.154
33 F -10.31 0.88 1.14  0.157
34 C -7.62 0.00 -1.35  0.013
35 C -6.44 -0.69 -1.14  -0.006
36 H -2.85 1.34 1.26  0.093
37 H -2.14 1.15 -0.32  0.092
38 H -3.89 1.37 -0.17  0.078
39 H 0.01 -2.06 -0.44  0.139
40 H 2.10 -2.52 -1.27  0.114
41 H 4.50 -2.09 -1.22  0.096
42 H 5.31 1.04 2.00  0.116
43 H 7.03 0.59 1.77  0.136
44 H 5.35 2.33 -0.10  0.154
45 H 7.77 3.01 1.64  0.083
46 H 6.11 3.55 1.93  0.083
47 H 7.00 4.11 0.50  0.081
48 H 5.92 0.92 -1.93  0.156
49 H 8.10 1.38 -3.06  0.082
50 H 7.69 -0.34 -3.15  0.080
51 H 8.90 0.23 -1.99  0.084
52 H 6.38 -1.41 -1.18  0.112
53 H 7.62 -0.80 -0.06  0.138
54 H 1.64 0.48 1.76  0.106
55 H -1.31 -3.36 0.94  0.116
56 H -3.49 -4.44 0.55  0.105
57 H -5.48 -3.05 0.11  0.119
58 H -5.50 0.71 1.78  0.128
59 H -7.61 1.94 1.42  0.128
60 H -8.23 -0.19 -2.22  0.126
61 H -6.11 -1.42 -1.86  0.122

Results
Multiplicity: 1
Calculated total energy: -1696.01266 a.u.
F_max: 1.981 eV/Å
Structure (SMILES): Cc1c(C(=O)Nc2ccc(N3C[C@@H](C)O[C@@H](C)C3)nc2)cccc1-c1ccc(OC(F)(F)F)cc1
Frontier orbital gap: 8.023 eV

***

No. 2
# C18H23N5O2S2

A structure of composition C18H23N5O2S2 at a distorted geometry (ωB97M-V/def2-TZVPD, the Open Molecules 2025 dataset).

Last column: Löwdin charge in e.
Cartesian coordinates (Å):
1 C 2.92 2.55 1.51  -0.011
2 C 3.54 1.48 0.44  -0.190
3 C 4.26 0.45 1.16  -0.122
4 C 4.60 -0.73 0.19  -0.316
5 O 5.68 -0.97 -0.40  0.033
6 N 3.53 -1.70 -0.15  0.115
7 C 2.20 -1.90 0.34  -0.673
8 N 1.57 -0.99 0.82  0.047
9 N 0.29 -1.40 1.04  -0.032
10 C 0.08 -2.55 0.49  -1.122
11 S -1.55 -3.10 0.55  1.014
12 C -2.53 -2.14 1.60  -0.407
13 H -1.69 -1.93 2.24  0.074
14 H -3.02 -2.85 2.29  0.126
15 C -3.37 -1.34 0.80  -0.760
16 O -4.41 -1.82 0.51  0.104
17 N -3.07 -0.16 0.97  0.019
18 C -1.98 0.63 1.53  -0.100
19 H -2.06 1.19 2.38  0.079
20 C -1.57 1.88 0.61  0.011
21 N -1.96 1.50 -0.96  -0.081
22 C -1.27 0.62 -1.36  -0.366
23 C -1.68 -0.55 -1.96  -0.114
24 C -0.93 -1.50 -2.54  -0.091
25 C 0.47 -1.10 -3.16  -0.028
26 C 1.09 -0.08 -2.42  -0.175
27 C 0.22 0.60 -1.72  -0.029
28 H 0.67 1.88 -1.38  0.185
29 H 1.98 0.09 -2.45  0.003
30 H 1.13 -2.01 -3.39  0.098
31 H -1.28 -2.36 -3.14  0.104
32 H -2.74 -0.95 -1.99  0.131
33 C -3.32 1.55 -0.98  -0.184
34 H -3.65 0.86 -1.94  0.173
35 C -4.07 0.81 0.24  -0.015
36 H -4.30 1.86 0.98  0.185
37 H -4.88 0.30 -0.22  0.088
38 H -3.68 2.57 -0.84  0.109
39 H -0.48 2.04 0.58  0.086
40 H -2.16 2.89 0.85  0.151
41 H -1.02 -0.08 1.68  0.130
42 S 1.23 -3.10 -0.19  1.199
43 H 3.84 -2.33 -0.83  0.103
44 H 3.37 -0.21 1.95  0.211
45 H 4.89 0.81 1.62  -0.032
46 H 4.24 1.89 -0.28  0.116
47 H 2.63 0.97 -0.07  0.099
48 H 2.52 3.21 0.92  0.017
49 H 2.18 2.19 2.00  0.012
50 H 3.56 3.03 2.05  0.026

Results
Multiplicity: 1
Calculated total energy: -1919.70025 a.u.
Relative energy (zero: lowest compared OMol25 entry of this formula, charge and spin): 18.520 eV
F_max: 19.632 eV/Å
Frontier orbital gap: 7.947 eV

***

No. 3
# C47H38Cl2NO5OsP2S

A structure of composition C47H38Cl2NO5OsP2S at a distorted geometry (ωB97M-V/def2-TZVPD, the Open Molecules 2025 dataset).

Last column: Löwdin spin population.
Cartesian coordinates (Å):
1 Os 0.16 -0.51 0.30  2.311
2 C -2.57 1.09 -0.69  0.060
3 P -2.24 -0.48 0.21  0.046
4 C -3.26 -0.46 1.70  0.104
5 C -2.93 0.32 2.86  0.043
6 C -3.78 0.16 4.00  0.084
7 C -4.87 -0.68 4.01  0.003
8 C -5.19 -1.43 2.87  0.113
9 C -4.38 -1.31 1.75  -0.002
10 C -2.93 -1.76 -0.91  0.011
11 C -4.05 -1.49 -1.71  0.002
12 C -4.53 -2.44 -2.61  0.001
13 C -3.90 -3.68 -2.71  0.000
14 C -2.79 -3.96 -1.91  0.000
15 C -2.32 -3.01 -1.00  0.003
16 C -1.37 1.57 -1.37  0.325
17 C -1.18 2.70 -2.31  0.117
18 C 0.12 2.88 -2.43  0.114
19 C 0.76 1.86 -1.57  0.315
20 C 2.15 1.78 -1.09  0.049
21 P 2.41 0.24 -0.11  0.029
22 C 3.52 0.73 1.22  0.002
23 C 4.85 1.09 0.94  0.001
24 C 5.69 1.52 1.95  0.000
25 C 5.21 1.57 3.26  0.000
26 C 3.90 1.20 3.55  0.000
27 C 3.05 0.77 2.52  0.003
28 C 3.40 -0.84 -1.18  0.010
29 C 4.25 -1.78 -0.60  0.003
30 C 4.97 -2.67 -1.40  0.000
31 C 4.83 -2.63 -2.79  0.002
32 C 3.96 -1.71 -3.37  0.000
33 C 3.25 -0.82 -2.57  0.003
34 N -0.16 1.07 -1.01  0.034
35 H -2.83 1.83 0.07  0.023
36 H -3.40 1.03 -1.38  0.008
37 H -1.84 1.76 3.98  0.018
38 H -3.54 0.74 4.89  0.003
39 H -5.48 -0.75 4.90  -0.003
40 H -6.04 -2.10 2.86  0.007
41 H -4.61 -1.93 0.89  -0.003
42 H -4.58 -0.55 -1.64  0.000
43 H -5.41 -2.22 -3.22  0.000
44 H -4.26 -4.42 -3.42  0.000
45 H -2.30 -4.92 -1.98  0.000
46 H -1.48 -3.24 -0.36  0.001
47 H -1.98 3.28 -2.77  0.002
48 H 0.63 3.64 -3.00  0.002
49 H 2.32 2.60 -0.41  0.019
50 H 2.87 1.88 -1.89  0.008
51 H 5.23 1.03 -0.09  0.000
52 H 6.71 1.80 1.73  0.000
53 H 5.86 1.89 4.06  0.000
54 H 3.53 1.23 4.57  0.000
55 H 2.02 0.47 2.74  0.004
56 H 4.35 -1.83 0.48  0.000
57 H 5.63 -3.41 -0.93  0.000
58 H 5.37 -3.33 -3.41  0.000
59 H 3.83 -1.69 -4.44  0.000
60 H 2.55 -0.13 -3.03  0.001
61 Cl 3.17 -7.03 -4.74  0.000
62 C 2.49 -5.75 -3.76  0.001
63 C 2.78 -5.70 -2.40  0.000
64 C 2.24 -4.67 -1.63  0.002
65 C 1.42 -3.71 -2.22  0.004
66 C 1.14 -3.78 -3.58  0.003
67 C 1.67 -4.80 -4.36  0.000
68 C 0.91 -2.57 -1.42  0.017
69 O 1.10 -2.59 -0.16  0.131
70 O 0.33 -1.60 -1.99  0.091
71 H 3.43 -6.45 -1.96  0.000
72 H 2.46 -4.60 -0.56  0.000
73 H 0.51 -3.01 -4.02  0.001
74 H 1.46 -4.87 -5.42  0.000
75 S -0.61 1.72 1.95  0.385
76 C -1.85 1.25 3.02  0.368
77 C 0.13 -5.80 3.12  0.000
78 C 1.42 -5.10 2.73  0.000
79 C 2.30 -5.70 1.80  0.000
80 C 3.50 -5.10 1.48  0.000
81 Cl 4.59 -5.87 0.33  0.000
82 C 3.87 -3.90 2.05  0.000
83 C 3.00 -3.30 2.95  0.000
84 C 1.80 -3.89 3.29  0.000
85 O 1.08 -3.26 4.26  0.000
86 C -0.27 -2.96 3.90  0.002
87 C -0.44 -2.33 2.54  0.016
88 O -1.39 -2.68 1.88  0.033
89 O 0.45 -1.42 2.16  0.063
90 H 0.18 -6.86 2.85  0.000
91 H -0.73 -5.37 2.61  0.000
92 H -0.05 -5.73 4.19  0.000
93 H 2.04 -6.66 1.35  0.000
94 H 4.82 -3.44 1.81  0.000
95 H 3.24 -2.37 3.42  0.000
96 H -0.63 -2.26 4.64  0.001
97 H -0.89 -3.84 3.93  0.000

Results
Multiplicity: 6
Calculated total energy: -4336.71552 a.u.
Relative energy (zero: lowest compared OMol25 entry of this formula, charge and spin): 0.134 eV
F_max: 2.533 eV/Å
Frontier orbital gap (spin up / spin down): 5.685 / 5.375 eV